[1]
{"formula": "C5H7N3", "method": "ωB97M-V/def2-TZVPD", "species": ["C", "C", "C", "C", "C", "H", "H", "H", "H", "H", "H", "H", "N", "N", "N"], "coordinates": [[1.9980, -0.5675, -0.4889], [1.2011, -1.0314, 0.7262], [-1.3663, -0.5602, 0.7956], [-2.1147, 0.6529, 0.5833], [0.0456, 0.5833, -0.5167], [1.9008, -1.1439, -1.4496], [3.1602, -0.4601, -0.4431], [1.5360, -0.5090, 1.7168], [1.3377, -2.2027, 0.9655], [-1.8365, -1.3649, 1.3554], [-3.1399, 0.8246, 0.7961], [-1.0396, 2.1701, -0.4868], [-0.1058, -0.7067, 0.2357], [-1.2691, 1.1244, -0.5086], [1.3034, 0.7570, -1.0201]], "forces_ev_per_angstrom": [[1.53, 1.63, -2.62], [1.49, -2.59, 1.56], [-2.97, 0.99, 2.58], [6.10, -5.40, -1.47], [2.37, -3.52, 0.03], [-0.29, -0.50, 1.35], [-2.25, 0.24, 0.65], [-0.82, -0.45, -1.74], [-0.41, 2.58, -0.79], [0.51, -0.03, 0.11], [-0.47, 0.41, -0.35], [-1.19, -1.53, -0.46], [-2.13, 3.62, -1.08], [2.19, 5.34, -0.56], [-3.65, -0.78, 2.79]], "charge": 0, "smiles": "C1=CN2CCN=C2N1", "multiplicity": 1, "orbital_gap_ha": 0.31974, "max_force_ev_per_a": 8.3, "de_lowest_ev": 4.012}

---

[2]
{"formula": "C6H14NO", "method": "ωB97M-V/def2-TZVPD", "species": ["C", "C", "C", "C", "C", "N", "C", "H", "H", "H", "H", "H", "H", "H", "H", "H", "H", "H", "H", "H", "H", "O"], "coordinates": [[0.6705, -2.2870, -1.8562], [-0.0690, -2.3464, -0.5141], [0.5351, -1.3251, 0.4564], [0.0971, 0.0710, 0.2018], [0.8728, 1.1338, 0.2788], [0.2626, 2.4211, 0.1058], [0.8763, 3.4507, -0.3253], [0.4541, -3.1457, -2.4994], [1.7341, -2.2051, -1.7158], [0.2732, -1.4981, -2.4956], [0.0869, -3.3365, -0.1352], [-1.1287, -2.1046, -0.5769], [1.6246, -1.3618, 0.5732], [0.2955, -1.5975, 1.4891], [-0.9565, 0.1625, -0.0600], [1.9124, 1.1636, 0.5577], [-0.7038, 2.4455, 0.3361], [1.8706, 3.4482, -0.7509], [0.4092, 4.3800, -0.1983], [-3.4410, 1.5194, 2.2428], [-2.8552, 0.2132, 2.8196], [-2.8208, 0.7985, 2.0665]], "forces_ev_per_angstrom": [[-1.46, -0.14, -0.78], [1.11, 0.74, -0.33], [0.62, -0.20, 0.88], [-0.31, -0.95, 0.06], [-0.35, 0.49, -0.08], [1.91, -0.69, -0.67], [0.03, -0.25, 0.33], [0.20, -0.28, 0.45], [0.40, 0.10, -0.05], [0.39, 0.58, 0.21], [-0.27, -0.49, 0.53], [-0.12, -0.40, -0.25], [0.08, -0.09, -0.75], [-0.76, 0.18, 0.06], [0.02, 0.28, 0.10], [0.15, -0.06, -0.16], [-1.05, 0.41, 0.53], [0.16, -0.51, 0.33], [-0.85, 1.21, -0.31], [0.07, -0.35, 0.11], [-0.13, -0.16, 0.37], [0.16, 0.59, -0.58]], "charge": 1, "multiplicity": 1, "orbital_gap_ha": 0.32812, "max_force_ev_per_a": 2.1, "de_lowest_ev": 1.526}

---

[3]
{"formula": "C3H6N2", "method": "ωB97M-V/def2-TZVPD", "species": ["C", "C", "C", "N", "N", "H", "H", "H", "H", "H", "H"], "coordinates": [[-2.1926, 1.4966, 0.6653], [1.2288, -0.6351, -0.3124], [0.6787, -0.3237, -1.6656], [-1.3243, 0.8718, 1.4148], [-0.5403, 0.2683, 2.0203], [-2.6753, 2.4070, 0.9696], [-2.4614, 1.1301, -0.2846], [2.3496, -0.7176, -0.5255], [-0.3725, -0.6711, -1.8729], [1.4229, -0.5566, -2.5933], [0.5486, 0.7552, -1.5526]], "forces_ev_per_angstrom": [[0.41, 0.22, 0.84], [0.56, -0.16, -1.31], [1.09, -1.55, -1.51], [1.72, -1.48, 1.18], [-2.58, 2.10, -1.72], [0.27, 0.02, 0.61], [0.15, -0.80, -0.79], [-0.91, 0.21, 0.52], [1.03, 0.17, 0.32], [-1.95, 0.69, 1.91], [0.22, 0.57, -0.04]], "charge": 0, "multiplicity": 1, "orbital_gap_ha": 0.29590, "max_force_ev_per_a": 3.7, "de_lowest_ev": 6.769}

---

[4]
{"formula": "CH2INO4", "method": "ωB97M-V/def2-TZVPD", "species": ["C", "N", "O", "O", "O", "O", "I", "H", "H"], "coordinates": [[-1.3302, -1.4088, -0.0587], [-0.9474, 1.0893, 0.0149], [-1.5448, -0.2481, 0.5742], [0.1807, 1.0668, -0.1819], [-0.8346, -1.4837, -1.1345], [-1.7698, 1.8825, -0.0748], [3.7731, -0.0900, -0.1400], [-1.6308, -2.1586, 0.5371], [4.1038, 1.3506, 0.4637]], "forces_ev_per_angstrom": [[1.76, 3.49, -2.58], [-0.91, -2.50, 0.08], [-0.38, 1.02, 1.21], [2.85, -0.31, -0.23], [0.18, -0.55, -0.70], [-2.19, 1.89, -0.04], [-0.03, -0.15, -0.06], [-1.31, -3.02, 2.27], [0.04, 0.14, 0.06]], "charge": 0, "smiles": "O=CO[N+](=O)[O-].I", "multiplicity": 1, "orbital_gap_ha": 0.36997, "max_force_ev_per_a": 4.7, "de_lowest_ev": 0.205}

---

[5]
{"formula": "C32H64N15O2PW", "method": "ωB97M-V/def2-TZVPD", "species": ["W", "C", "C", "N", "C", "C", "N", "C", "C", "N", "H", "H", "H", "H", "H", "H", "H", "H", "H", "H", "H", "H", "H", "H", "H", "N", "C", "N", "C", "N", "C", "C", "N", "C", "C", "N", "H", "H", "H", "H", "H", "C", "C", "N", "C", "C", "C", "O", "C", "C", "C", "C", "N", "C", "H", "H", "H", "H", "H", "H", "H", "H", "H", "H", "H", "H", "H", "H", "C", "C", "C", "C", "N", "N", "H", "H", "H", "H", "H", "H", "H", "H", "H", "H", "H", "H", "C", "N", "C", "P", "O", "N", "C", "C", "N", "C", "C", "H", "H", "H", "H", "H", "H", "H", "H", "H", "H", "H", "H", "H", "H", "H", "H", "H", "H"], "coordinates": [[0.3649, 0.1258, -0.7275], [1.7998, 2.2236, -2.4552], [1.8393, 2.9651, -1.1516], [1.3250, 2.0696, -0.0432], [0.3228, 2.8516, 0.7719], [-0.9780, 2.9102, 0.0171], [-1.3023, 1.5631, -0.5585], [-1.8395, 1.7191, -1.9414], [-0.7045, 2.2265, -2.8177], [0.5402, 1.4331, -2.5257], [1.8861, 2.9019, -3.3068], [2.6210, 1.5078, -2.5215], [2.8509, 3.2957, -0.9190], [1.2169, 3.8572, -1.1759], [2.1165, 1.8767, 0.5673], [0.1629, 2.3512, 1.7191], [0.7146, 3.8467, 0.9867], [-1.7812, 3.2048, 0.6887], [-0.9585, 3.6489, -0.7787], [-2.0217, 1.1883, 0.1181], [-2.2058, 0.7464, -2.2687], [-2.6803, 2.4156, -1.9703], [-0.9528, 2.1436, -3.8756], [-0.4962, 3.2782, -2.6359], [0.6800, 0.7943, -3.3053], [0.4005, -0.3804, 3.5881], [0.8628, 0.3283, 2.5788], [0.3595, -0.1656, 1.4383], [-0.4087, -1.2147, 1.8846], [-0.4060, -1.3785, 3.1720], [-1.1727, -1.9800, 0.9156], [-1.9961, -3.0409, 1.2514], [-2.7591, -3.6323, 0.3397], [-2.7028, -3.1545, -0.8943], [-1.8449, -2.1196, -1.2591], [-1.0536, -1.5360, -0.3512], [0.5979, -0.2649, 4.5769], [1.5474, 1.1502, 2.7072], [-2.0417, -3.3979, 2.2743], [-3.3472, -3.6082, -1.6385], [-1.7742, -1.7853, -2.2784], [-2.6970, 5.6677, 5.6436], [-3.0020, 4.4115, 6.4366], [-2.9057, 3.1882, 5.6023], [-1.7959, 2.2818, 5.8491], [-0.4573, 2.7886, 5.3273], [-3.9355, 2.9274, 4.7768], [-4.9579, 3.5774, 4.6994], [-3.8209, 1.7721, 3.7995], [-4.7625, 0.7510, 3.8036], [-4.7221, -0.1997, 2.7958], [-3.7689, -0.0705, 1.8017], [-2.8722, 0.9264, 1.7550], [-2.9159, 1.8209, 2.7551], [-2.7788, 6.5409, 6.2902], [-3.4140, 5.7872, 4.8321], [-1.6861, 5.6569, 5.2304], [-4.0066, 4.4515, 6.8533], [-2.3081, 4.2808, 7.2668], [-2.0385, 1.3075, 5.4201], [-1.7245, 2.1288, 6.9280], [-0.4820, 2.9419, 4.2416], [0.3430, 2.0842, 5.5762], [-0.1881, 3.7419, 5.7809], [-5.5194, 0.7193, 4.5777], [-5.4418, -1.0061, 2.7611], [-3.7613, -0.7711, 0.9710], [-2.2085, 2.6440, 2.7220], [4.8828, -2.1568, 0.2303], [3.6333, -2.3319, 1.0894], [3.5921, -1.2790, 2.1918], [3.5994, -3.7306, 1.6960], [2.4417, -2.2854, 0.2001], [2.2929, -1.0659, -0.5787], [5.7659, -2.4102, 0.8161], [5.0440, -1.1245, -0.1038], [4.8610, -2.8170, -0.6377], [4.4927, -1.3263, 2.8035], [2.7377, -1.4502, 2.8504], [3.5486, -0.2609, 1.7812], [4.4224, -3.8494, 2.3997], [3.6939, -4.4947, 0.9256], [2.6703, -3.9031, 2.2468], [1.5726, -2.4751, 0.6827], [2.3500, -1.3933, -1.5379], [3.1540, -0.5350, -0.4316], [1.4133, -0.5865, -6.1015], [1.6565, -0.7351, -4.6443], [3.0822, -0.5273, -4.3221], [0.7437, -1.7613, -3.7380], [0.4443, -1.0528, -2.3672], [1.5918, -3.0912, -3.3814], [2.4788, -3.7448, -4.3712], [1.0945, -4.0516, -2.3778], [-0.6584, -2.0543, -4.4897], [-1.7205, -1.0626, -4.6610], [-0.8025, -3.2033, -5.4138], [1.9940, -1.3144, -6.6704], [1.7225, 0.4118, -6.4072], [0.3602, -0.7047, -6.3334], [3.7197, -1.1899, -4.9083], [3.2883, -0.7206, -3.2697], [3.3681, 0.4972, -4.5602], [2.7081, -3.0773, -5.1976], [2.0030, -4.6417, -4.7681], [3.4090, -4.0330, -3.8839], [0.4806, -3.5510, -1.6335], [1.9444, -4.5016, -1.8685], [0.5109, -4.8387, -2.8594], [-1.5600, -0.2101, -4.0067], [-2.6918, -1.5073, -4.4348], [-1.7566, -0.6983, -5.6901], [0.0905, -3.8216, -5.4186], [-0.9714, -2.8380, -6.4270], [-1.6508, -3.8159, -5.1117]], "forces_ev_per_angstrom": [[0.54, 0.44, -0.31], [-0.06, -0.06, -0.15], [0.07, 0.05, 0.16], [-0.07, 0.12, 0.10], [0.08, -0.06, 0.05], [-0.10, -0.04, 0.02], [-0.19, -0.08, 0.00], [0.03, 0.11, 0.09], [0.07, -0.06, -0.05], [-0.01, 0.32, 0.03], [-0.01, 0.03, 0.02], [0.01, 0.02, 0.00], [-0.01, 0.01, 0.00], [-0.01, -0.01, -0.05], [0.03, -0.03, -0.04], [-0.01, 0.02, 0.02], [0.00, 0.01, -0.03], [-0.05, 0.03, 0.00], [0.05, 0.02, 0.04], [0.04, -0.04, -0.03], [-0.02, -0.01, -0.03], [-0.02, -0.02, 0.07], [-0.01, -0.02, 0.00], [-0.02, 0.01, -0.03], [0.00, -0.07, -0.08], [-0.10, -0.18, 0.07], [0.09, 0.03, -0.15], [-0.10, 0.01, 0.34], [-0.28, -0.20, -0.19], [0.19, 0.20, 0.06], [0.09, 0.13, 0.09], [-0.14, -0.14, -0.02], [0.07, 0.06, 0.11], [0.02, 0.06, -0.15], [-0.05, -0.08, 0.08], [-0.31, -0.01, 0.47], [-0.02, 0.02, 0.01], [0.00, -0.01, 0.02], [-0.01, -0.02, -0.01], [-0.01, -0.02, 0.02], [-0.01, 0.00, -0.05], [-0.05, 0.11, 0.02], [0.04, -0.26, -0.09], [0.28, 0.30, 0.23], [-0.17, -0.08, 0.04], [0.04, 0.05, -0.05], [-0.29, -0.22, -0.32], [0.11, 0.09, 0.10], [0.04, 0.05, 0.08], [-0.01, -0.05, 0.06], [-0.01, 0.03, 0.02], [-0.07, 0.10, -0.12], [-0.04, -0.09, -0.07], [0.12, -0.09, 0.00], [-0.01, 0.00, -0.01], [0.00, 0.01, 0.00], [0.01, -0.04, 0.02], [-0.03, 0.03, -0.03], [0.02, 0.02, -0.01], [0.01, 0.01, -0.01], [0.02, -0.02, 0.00], [-0.02, -0.02, 0.01], [0.00, 0.01, 0.04], [-0.01, 0.00, 0.00], [-0.01, -0.01, -0.02], [0.01, -0.01, 0.00], [0.02, 0.01, 0.00], [0.04, -0.01, -0.03], [0.09, -0.02, 0.00], [0.01, -0.12, -0.08], [-0.03, 0.05, -0.01], [-0.02, -0.01, 0.03], [-0.13, -0.07, -0.25], [0.15, 0.01, 0.14], [-0.01, 0.00, 0.01], [-0.03, -0.01, -0.02], [-0.02, 0.00, 0.01], [0.01, -0.01, -0.02], [0.04, -0.02, 0.00], [-0.01, 0.01, 0.03], [0.00, -0.01, 0.00], [0.01, 0.01, 0.00], [0.00, 0.01, 0.00], [0.11, 0.11, 0.28], [0.24, -0.06, -0.09], [-0.09, 0.13, 0.13], [-0.01, 0.01, 0.07], [0.14, 0.01, -0.07], [-0.07, 0.07, 0.01], [0.22, 0.25, 0.18], [-0.30, -0.49, -0.79], [0.08, -0.31, 0.03], [0.02, 0.11, 0.03], [-0.02, 0.00, -0.07], [-0.28, -0.15, 0.00], [0.04, 0.01, -0.07], [0.04, -0.02, 0.07], [-0.01, -0.01, -0.01], [0.01, 0.01, 0.01], [0.01, -0.01, -0.01], [0.00, -0.01, -0.01], [-0.02, -0.01, 0.04], [-0.02, 0.01, -0.02], [-0.03, -0.02, -0.02], [0.02, -0.02, -0.01], [0.00, 0.00, 0.01], [-0.02, 0.05, 0.02], [0.02, 0.00, -0.01], [-0.01, -0.01, 0.02], [0.03, 0.07, 0.06], [0.01, -0.01, 0.00], [-0.01, -0.01, 0.01], [-0.01, 0.00, 0.03], [0.01, -0.01, -0.02], [-0.03, 0.02, -0.01]], "charge": 4, "multiplicity": 3, "orbital_gap_ha": [0.20637, 0.16866], "max_force_ev_per_a": 1.0}

---

[6]
{"formula": "C4H4N2", "method": "ωB97M-V/def2-TZVPD", "species": ["C", "C", "N", "C", "N", "C", "H", "H", "H", "H"], "coordinates": [[1.1484, -0.1931, -0.1569], [0.3974, -0.9275, 0.7512], [-0.9089, -0.7268, 0.9457], [-1.4675, 0.2326, 0.2105], [-0.8517, 0.9956, -0.6857], [0.4534, 0.7679, -0.8555], [2.2052, -0.3684, -0.3012], [0.8577, -1.7116, 1.3513], [-2.5322, 0.4098, 0.3554], [0.6981, 1.5217, -1.6148]], "forces_ev_per_angstrom": [[0.14, 0.00, -0.05], [-0.16, -0.04, 0.07], [0.23, 0.01, -0.07], [-0.01, -0.08, 0.04], [-0.63, -0.64, 0.77], [-1.26, 1.51, -0.94], [-0.03, 0.00, 0.01], [-0.06, 0.13, -0.10], [0.16, -0.06, 0.02], [1.62, -0.83, 0.24]], "charge": 0, "smiles": "c1cncnc1", "multiplicity": 1, "orbital_gap_ha": 0.39018, "max_force_ev_per_a": 2.2, "de_lowest_ev": 0.217}

---

[7]
{"formula": "C6H10N2O3", "method": "ωB97M-V/def2-TZVPD", "species": ["C", "C", "C", "C", "C", "C", "N", "N", "O", "O", "O", "H", "H", "H", "H", "H", "H", "H", "H", "H", "H"], "coordinates": [[-1.0005, -1.6230, 0.4589], [1.0272, 1.2569, 0.4762], [0.5528, -1.1271, -1.3512], [-0.3018, 0.0824, 2.0678], [0.8822, 2.2406, -0.6902], [-0.1807, -1.5684, -2.3600], [-1.2122, -0.9347, 1.5940], [-0.1721, 1.2073, 1.2414], [-1.7964, -2.3018, -0.1683], [1.9969, 0.5966, 0.6907], [0.2401, -1.3493, -0.0658], [1.5528, -0.6436, -1.3387], [0.6575, -0.3642, 2.2971], [-0.0746, 2.6997, -0.6853], [1.7197, 2.8366, -0.7798], [0.9154, 1.4788, -1.5014], [-1.0782, -2.2564, -2.3467], [-0.9148, 0.4882, 2.9239], [0.1953, -1.2831, -3.3781], [-2.0520, -0.9877, 2.1028], [-0.9565, 1.5522, 0.8127]], "forces_ev_per_angstrom": [[-0.94, -0.58, -3.00], [-2.18, 1.99, -0.12], [0.00, -0.76, -0.53], [-2.26, 0.21, 2.23], [-0.47, -3.68, 0.14], [-0.07, -0.28, -2.39], [1.24, -0.01, -0.47], [4.60, -0.93, -0.64], [0.32, 0.32, 1.36], [0.81, -0.23, 0.42], [-0.10, 0.04, 3.19], [-0.96, -0.25, -0.62], [0.16, 0.45, 0.28], [-0.54, 0.81, -0.11], [1.51, 1.53, -0.15], [-0.15, 0.89, -0.09], [1.30, 1.30, 0.43], [1.36, -0.76, 0.09], [-0.39, -0.37, 1.04], [-1.07, -0.66, 0.00], [-2.16, 0.98, -1.03]], "charge": 0, "smiles": "C=COC(=O)NCNC(C)=O", "multiplicity": 1, "orbital_gap_ha": 0.36669, "max_force_ev_per_a": 4.7, "de_lowest_ev": 2.037}

---

[8]
{"formula": "C4H5NOS", "method": "ωB97M-V/def2-TZVPD", "species": ["C", "C", "C", "C", "N", "O", "S", "H", "H", "H", "H", "H"], "coordinates": [[0.5903, -1.5127, 3.3348], [-1.4825, -2.1704, 1.9670], [-0.5145, -1.8468, 2.6054], [-0.1545, 0.8688, -0.3794], [1.5175, -1.2274, 3.9491], [2.0139, -0.6579, -0.6545], [0.5868, -0.3780, -1.4659], [2.7518, -0.3205, -1.1778], [-2.3172, -2.4297, 1.3853], [0.4917, 1.7387, -0.3183], [-0.3162, 0.4373, 0.6045], [-1.1009, 1.1381, -0.8404]], "forces_ev_per_angstrom": [[0.44, 0.17, 0.28], [1.06, 0.42, 0.63], [-1.21, -0.47, -0.78], [0.51, -0.41, -0.25], [0.21, 0.07, 0.15], [0.02, -0.15, 0.04], [-0.14, 0.21, 0.15], [-0.18, 0.13, 0.03], [-0.48, -0.18, -0.30], [-0.02, 0.12, 0.02], [-0.08, 0.06, 0.05], [-0.13, 0.03, -0.01]], "charge": 0, "smiles": "C#CC#N.CSO", "multiplicity": 1, "orbital_gap_ha": 0.34189, "max_force_ev_per_a": 1.5, "de_lowest_ev": 3.431}